# 1
This record from the Open Molecules 2025 dataset describes a structure of composition C41H46AsBN5O6P2S4Ti. The level of theory is ωB97M-V/def2-TZVPD.

Last column: Mulliken charge in e.
CARTESIAN COORDINATES (ANGSTROEM)
Ti: 0.120 0.296 0.644  0.620
C: -1.170 -3.314 -1.927  -1.101
N: -1.089 -1.871 -1.669  1.150
P: -1.926 -1.069 -0.415  1.482
C: -3.114 -2.235 0.311  0.807
C: -4.144 -2.715 -0.505  -0.576
C: -5.101 -3.572 0.006  -0.692
C: -5.053 -3.944 1.346  -0.754
C: -4.045 -3.462 2.164  -0.848
C: -3.073 -2.612 1.648  -0.084
C: -3.038 0.140 -1.183  0.892
C: -3.712 1.008 -0.322  -0.828
C: -4.510 2.015 -0.836  -0.601
C: -4.638 2.171 -2.211  -0.678
C: -3.985 1.301 -3.067  -0.728
C: -3.189 0.285 -2.554  -0.527
P: 0.388 -0.983 -1.823  -0.703
C: 0.167 -0.093 -3.388  1.260
C: 0.744 1.156 -3.577  0.180
C: 0.610 1.816 -4.790  -0.944
C: -0.094 1.227 -5.827  -0.878
C: -0.675 -0.022 -5.649  -0.793
C: -0.551 -0.675 -4.434  -0.695
C: 1.746 -2.129 -2.198  0.900
C: 2.903 -2.085 -1.426  0.236
C: 3.992 -2.882 -1.748  -1.143
C: 3.933 -3.728 -2.843  -0.768
C: 2.790 -3.764 -3.633  -0.912
C: 1.709 -2.960 -3.320  -0.083
H: -0.222 -3.798 -1.695  0.458
H: -1.421 -3.517 -2.971  0.124
H: -1.942 -3.758 -1.306  0.443
H: -4.202 -2.405 -1.543  0.440
H: -5.893 -3.940 -0.632  0.446
H: -5.811 -4.603 1.749  0.424
H: -4.010 -3.738 3.210  0.492
H: -2.295 -2.238 2.296  0.098
H: -3.615 0.902 0.753  0.287
H: -5.036 2.682 -0.164  0.494
H: -5.245 2.973 -2.610  0.410
H: -4.086 1.411 -4.139  0.472
H: -2.683 -0.388 -3.227  0.401
H: 1.282 1.625 -2.766  -0.418
H: 1.051 2.796 -4.918  0.471
H: -0.200 1.743 -6.772  0.416
H: -1.231 -0.485 -6.454  0.449
H: -1.032 -1.636 -4.298  0.226
H: 2.969 -1.422 -0.575  0.289
H: 4.885 -2.838 -1.138  0.518
H: 4.781 -4.352 -3.091  0.408
H: 2.749 -4.408 -4.501  0.467
H: 0.839 -2.974 -3.965  0.371
C: -2.038 2.948 4.152  -0.981
N: -1.106 1.935 4.614  0.331
C: -0.390 2.012 5.783  -0.569
C: 0.454 0.954 5.793  -0.621
N: 0.263 0.239 4.639  0.476
B: 1.197 -0.944 4.201  -0.039
N: 0.332 -2.173 3.767  0.712
C: -0.337 -3.005 4.634  -0.646
C: -0.816 -4.056 3.931  -0.772
N: -0.441 -3.857 2.620  0.402
C: -0.710 -4.794 1.543  -0.696
C: 0.246 -2.696 2.540  -0.493
S: 0.896 -2.072 1.057  -0.349
C: -0.678 0.861 3.927  -0.826
S: -1.422 0.280 2.460  -0.350
H: -2.642 3.279 4.994  0.393
H: -2.679 2.516 3.389  0.274
H: -1.482 3.780 3.727  0.285
H: -0.550 2.806 6.489  0.536
H: 1.187 0.650 6.518  0.534
H: 1.857 -0.607 3.266  -0.193
H: 1.846 -1.251 5.161  -0.182
H: -0.393 -2.788 5.686  0.530
H: -1.370 -4.926 4.236  0.588
H: -0.286 -5.765 1.795  0.386
H: -0.243 -4.423 0.637  0.044
H: -1.785 -4.885 1.390  0.302
O: -1.071 3.418 1.247  -0.368
As: -0.201 3.351 -0.285  0.696
O: -0.970 4.236 -1.391  -0.760
O: -0.210 1.643 -0.615  1.033
C: 1.566 3.996 0.163  -0.048
C: 1.877 5.095 -0.631  -0.726
C: 3.063 5.802 -0.452  -0.802
C: 3.952 5.406 0.526  -0.674
C: 3.658 4.303 1.322  -0.734
C: 2.478 3.603 1.149  0.171
S: 2.246 2.282 2.314  1.900
O: 1.362 2.740 3.340  -0.633
O: 3.521 1.740 2.650  -0.708
O: 1.496 1.244 1.432  -0.613
H: -1.880 3.914 1.059  0.254
H: 1.170 5.406 -1.392  0.626
H: 3.276 6.657 -1.078  0.428
H: 4.878 5.944 0.681  0.427
H: 4.362 3.977 2.077  0.573
C: 4.093 2.621 -2.478  -1.206
S: 3.446 1.410 -1.311  0.893
C: 4.955 0.967 -0.435  -1.272
H: 4.689 2.157 -3.263  0.391
H: 4.692 3.362 -1.950  0.344
H: 3.249 3.136 -2.936  0.250
H: 5.497 1.868 -0.149  0.421
H: 5.599 0.324 -1.033  0.426
H: 4.665 0.449 0.479  0.259

Output
Relative energy (zero: lowest compared OMol25 entry of this formula, charge and spin) (kJ/mol): 79.98
Total charge: +1
Energy (Eh): -7700.78965
Frontier orbital gap (eV): 7.094
LUMO (eV): -3.34

=====

# 2
This record from the Open Molecules 2025 dataset describes a structure of composition C23H14BrClF4HgNPS in a non-equilibrium geometry. The level of theory is ωB97M-V/def2-TZVPD.

Last column: natural (NBO) charge in e.
CARTESIAN COORDINATES (ANGSTROEM)
Hg: 10.148 9.647 10.518  0.604
F: 18.569 5.669 10.115  -0.291
C: 17.861 6.789 10.235  0.277
C: 18.365 7.926 10.780  0.241
F: 19.654 7.955 11.123  -0.295
C: 17.598 9.081 10.772  0.388
F: 18.187 10.220 11.283  -0.324
C: 16.247 9.152 10.315  -0.450
P: 15.139 10.518 10.499  0.926
C: 16.073 11.909 11.339  -0.279
C: 16.897 12.903 10.823  -0.223
C: 17.209 13.998 11.600  -0.200
C: 16.866 14.009 13.008  -0.212
C: 16.010 13.038 13.439  -0.215
C: 15.582 12.039 12.640  -0.195
C: 15.128 11.053 8.782  -0.363
C: 16.228 10.908 7.872  -0.210
C: 16.035 11.221 6.493  -0.233
C: 14.760 11.656 6.039  -0.202
C: 13.748 11.840 6.969  -0.200
C: 13.925 11.467 8.305  -0.176
C: 15.712 7.900 9.827  -0.146
Br: 13.886 7.753 9.403  0.185
C: 16.532 6.755 9.742  0.305
F: 16.082 5.538 9.394  -0.298
H: 17.037 12.943 9.734  0.223
H: 17.895 14.720 11.233  0.202
H: 17.142 14.803 13.725  0.209
H: 15.605 13.101 14.469  0.203
H: 14.848 11.452 13.005  0.225
H: 17.188 10.448 8.256  0.215
H: 16.809 10.992 5.766  0.207
H: 14.648 11.974 4.976  0.208
H: 12.718 12.194 6.734  0.224
H: 13.047 11.510 8.860  0.246
S: 11.891 11.412 11.785  -0.450
C: 10.675 12.729 11.974  0.084
C: 10.617 13.535 13.084  -0.292
C: 9.550 14.415 13.212  -0.171
C: 8.575 14.478 12.220  -0.309
C: 8.720 13.664 11.117  0.034
N: 9.766 12.827 10.967  -0.474
H: 11.330 13.353 13.924  0.220
H: 9.602 15.019 14.078  0.202
H: 7.754 15.209 12.316  0.206
H: 8.093 13.735 10.261  0.186
Cl: 10.847 8.844 8.157  -0.816

Output
Total charge: -1
Energy (Eh): -5266.26915
Frontier orbital gap (spin up / spin down) (eV): 6.177 / 6.591
LUMO (spin up / spin down) (eV): 2.44 / 1.77
2S+1: 2

=====

# 3
This record from the Open Molecules 2025 dataset describes the ion C12H11O3 with charge -1 in a non-equilibrium geometry. The level of theory is ωB97M-V/def2-TZVPD.

Last column: natural (NBO) charge in e.
CARTESIAN COORDINATES (ANGSTROEM)
C: 4.613 0.615 -0.187  -0.298
C: 3.520 1.543 -0.005  -0.213
C: 4.317 -0.788 -0.202  -0.211
C: 2.246 1.024 0.287  -0.247
C: 3.039 -1.282 -0.022  -0.244
C: 1.953 -0.380 0.273  -0.086
C: 0.702 -0.894 0.555  -0.119
C: -1.387 0.952 0.778  0.516
C: -0.342 -1.737 0.552  0.574
C: -2.230 -0.259 -0.014  0.148
C: -2.047 0.094 -1.531  -0.677
C: -3.732 -0.099 0.270  -0.633
O: -1.846 1.963 1.247  -0.586
O: -0.134 -2.997 0.865  -0.726
O: -1.720 -1.484 0.397  -0.519
H: 5.548 1.008 -0.322  0.185
H: 3.799 2.530 0.217  0.193
H: 5.045 -1.450 -0.611  0.191
H: 1.378 1.680 0.363  0.213
H: 2.867 -2.305 0.078  0.214
H: -2.277 -0.791 -2.249  0.223
H: -0.932 0.311 -1.924  0.233
H: -2.555 1.038 -1.947  0.214
H: -4.313 -1.000 -0.172  0.215
H: -4.095 0.882 -0.164  0.220
H: -3.849 -0.191 1.401  0.220

Output
Relative energy (zero: lowest compared OMol25 entry of this formula, charge and spin) (kJ/mol): 528.23
Total charge: -1
Energy (Eh): -689.43457
Frontier orbital gap (spin up / spin down) (eV): 6.348 / 6.293
LUMO (spin up / spin down) (eV): 3.30 / 3.36

=====

# 4
This record from the Open Molecules 2025 dataset describes a structure of composition C29H45Cl2N2PRhS in a non-equilibrium geometry. The level of theory is ωB97M-V/def2-TZVPD.

Last column: Mulliken spin population.
CARTESIAN COORDINATES (ANGSTROEM)
P: 0.071 -0.895 -1.273  -0.004
C: 1.637 -0.256 -2.144  -0.018
C: 1.903 -0.625 -3.610  0.002
C: 3.315 -0.186 -4.016  0.000
C: 3.589 1.295 -3.729  0.001
C: 3.219 1.704 -2.299  -0.002
C: 1.806 1.251 -1.906  0.007
C: -1.357 -0.017 -2.154  -0.026
C: -1.277 0.163 -3.669  0.001
C: -2.596 0.740 -4.198  0.001
C: -2.991 2.041 -3.489  0.000
C: -2.944 1.937 -1.961  -0.002
C: -1.638 1.315 -1.448  0.007
C: -0.079 -2.575 -2.101  -0.002
C: 1.123 -3.441 -1.690  0.002
C: 1.028 -4.864 -2.256  0.000
C: -0.309 -5.542 -1.934  0.000
C: -1.513 -4.668 -2.303  0.002
C: -1.417 -3.242 -1.741  0.005
H: 2.403 -0.771 -1.532  -0.002
H: 1.171 -0.138 -4.266  0.000
H: 1.798 -1.705 -3.775  0.000
H: 3.469 -0.399 -5.081  0.000
H: 4.040 -0.795 -3.459  0.000
H: 4.649 1.507 -3.907  0.000
H: 3.024 1.912 -4.440  0.000
H: 3.934 1.251 -1.599  0.002
H: 3.297 2.790 -2.185  0.000
H: 1.624 1.485 -0.846  0.007
H: 1.067 1.809 -2.503  0.000
H: -2.209 -0.686 -1.940  0.007
H: -3.389 -0.006 -4.051  0.000
H: -1.060 -0.788 -4.177  0.000
H: -0.462 0.860 -3.913  0.000
H: -2.511 0.910 -5.278  0.000
H: -3.998 2.335 -3.805  0.000
H: -2.315 2.843 -3.814  0.000
H: -3.073 2.927 -1.511  0.001
H: -3.782 1.315 -1.617  0.001
H: -1.710 1.133 -0.365  0.002
H: -0.803 2.012 -1.613  0.001
H: -0.058 -2.423 -3.197  0.000
H: 2.067 -2.986 -2.025  0.000
H: 1.166 -3.482 -0.592  0.000
H: 1.155 -4.823 -3.346  0.000
H: 1.856 -5.461 -1.860  0.000
H: -0.347 -5.771 -0.862  0.000
H: -0.374 -6.498 -2.464  0.000
H: -2.438 -5.132 -1.945  0.000
H: -1.586 -4.607 -3.397  0.000
H: -2.260 -2.657 -2.135  -0.002
H: -1.527 -3.255 -0.646  0.001
Rh: -0.026 0.156 2.770  2.381
Cl: -1.959 -0.383 1.674  0.185
Cl: 2.221 0.154 2.324  0.185
C: -0.474 1.554 3.922  0.640
H: -0.824 1.400 4.958  0.050
C: -0.549 2.900 3.413  -0.092
C: -1.223 3.953 4.108  0.186
C: -1.325 5.196 3.513  -0.108
C: -0.742 5.441 2.252  0.218
C: -0.046 4.419 1.589  -0.112
C: 0.060 3.159 2.173  0.173
H: -1.660 3.744 5.086  0.008
H: -1.864 6.001 4.023  -0.005
H: 0.419 4.605 0.619  -0.007
H: 0.616 2.345 1.694  0.003
H: -0.830 6.429 1.797  0.020
C: -1.093 -1.761 7.418  0.009
N: 0.032 -0.885 7.095  0.029
C: 0.693 -0.028 7.970  0.002
C: 1.627 0.648 7.249  0.008
N: 1.513 0.205 5.935  0.050
C: 0.521 -0.717 5.837  0.040
S: -0.200 -1.395 4.442  0.169
H: -1.961 -1.497 6.798  -0.001
H: -0.826 -2.810 7.231  -0.003
H: -1.326 -1.618 8.478  0.001
H: 0.424 0.023 9.012  0.002
H: 2.331 1.408 7.542  -0.001
H: 2.079 0.513 5.143  -0.019

Output
Total charge: -1
Energy (Eh): -3012.04522
Frontier orbital gap (spin up / spin down) (eV): 4.750 / 6.891
LUMO (spin up / spin down) (eV): 2.51 / 2.48
2S+1: 5

=====

Q: total charge of number 2 (C23H14BrClF4HgNPS)?
A: -1